Entry 1:
{"formula": "CH9N4", "method": "wB97M-V/def2-TZVPD", "elements": ["C", "N", "N", "N", "N", "H", "H", "H", "H", "H", "H", "H", "H", "H"], "coordinates": [[-1.92, -0.59, -0.23], [-1.42, 0.59, 0.52], [0.98, 0.98, -0.44], [1.51, 0.19, 0.34], [2.59, -0.49, 0.20], [-0.98, -1.15, -0.35], [-2.69, -1.23, 0.10], [-1.06, 0.04, 1.27], [-0.48, 0.88, -0.03], [1.63, 1.33, -1.33], [-2.19, -0.36, -1.22], [3.27, -0.27, -0.56], [-2.01, 1.33, 0.80], [2.78, -1.25, 0.93]], "mulliken_charge": [-0.762, -0.327, -0.488, 0.257, -0.452, 0.278, 0.346, 0.362, 0.373, 0.237, 0.358, 0.250, 0.284, 0.284], "charge": 1, "homo_lumo_gap_ha": 0.420, "e_tot_ha": -262.185202, "de_lowest_ev": 4.329}

Entry 2:
{"formula": "C5H8N2OS", "method": "wB97M-V/def2-TZVPD", "elements": ["C", "C", "C", "C", "C", "N", "N", "O", "S", "H", "H", "H", "H", "H", "H", "H", "H"], "coordinates": [[-0.63, -0.86, -0.75], [-1.95, -1.15, -0.40], [-0.33, 1.45, -0.09], [1.99, -0.41, 0.72], [1.47, 0.37, -0.48], [-0.42, 2.34, 0.74], [0.03, 0.27, -0.47], [-4.29, -0.97, 0.34], [-3.06, -0.25, 0.43], [-0.11, -1.59, -1.38], [-2.23, -2.16, -0.68], [2.78, 0.13, 1.34], [1.20, -0.76, 1.43], [2.48, -1.28, 0.30], [1.69, 1.54, -0.35], [1.96, -0.05, -1.41], [-0.60, 3.37, 0.71]], "mulliken_charge": [0.088, -0.554, 0.031, -1.002, -0.499, -0.382, 0.170, -0.572, 0.244, 0.301, 0.289, 0.284, 0.323, 0.318, 0.311, 0.352, 0.298], "charge": 0, "homo_lumo_gap_ha": [0.248, 0.227], "e_tot_ha": -778.068319, "de_lowest_ev": 6.299}

Entry 3:
{"formula": "C4H6AgO2", "method": "wB97M-V/def2-TZVPD", "elements": ["O", "Ag", "C", "O", "C", "C", "C", "H", "H", "H", "H", "H", "H"], "coordinates": [[0.62, 0.57, -0.11], [-1.41, 3.51, 1.99], [-0.19, 1.16, 0.73], [-0.61, 0.36, 1.66], [-1.33, 1.02, 2.73], [0.35, -0.76, -0.60], [1.08, -0.94, -1.91], [-2.27, 0.43, 2.80], [0.69, -1.49, 0.15], [-0.73, -0.88, -0.72], [2.11, -0.56, -1.85], [1.13, -2.01, -2.15], [0.55, -0.43, -2.73]], "mulliken_charge": [-0.165, 0.243, 0.024, -0.094, -0.491, -0.167, -1.094, 0.255, 0.260, 0.308, 0.294, 0.346, 0.280], "charge": 0, "homo_lumo_gap_ha": [0.231, 0.261], "multiplicity": 2, "e_tot_ha": -453.215930, "de_lowest_ev": 2.104}

Entry 4:
{"formula": "C5H7N3", "method": "wB97M-V/def2-TZVPD", "elements": ["C", "C", "C", "C", "C", "N", "N", "N", "H", "H", "H", "H", "H", "H", "H"], "coordinates": [[1.50, -0.85, -1.03], [-1.23, -0.83, 0.84], [0.17, -1.17, 1.02], [0.87, -0.11, 0.04], [-0.33, 0.71, -0.55], [1.78, -1.33, -2.03], [-1.49, 0.18, 0.10], [-0.13, 2.12, -0.43], [-2.07, -1.37, 1.23], [0.49, -1.34, 2.00], [0.20, -2.14, 0.53], [1.48, 0.53, 0.54], [-0.42, 0.56, -1.63], [-0.74, 2.58, -1.18], [-0.08, 2.45, 0.54]], "mulliken_charge": [-0.032, -0.177, -0.731, 0.211, -0.092, -0.491, -0.566, -0.523, 0.428, 0.389, 0.288, 0.423, 0.391, 0.256, 0.226], "charge": 0, "homo_lumo_gap_ha": 0.381, "smiles": "N#C[C@@H]1CC=N[C@H]1N", "e_tot_ha": -358.944066, "de_lowest_ev": 2.022}

Entry 5:
{"formula": "C2H14O4S2", "method": "wB97M-V/def2-TZVPD", "elements": ["C", "C", "S", "S", "H", "H", "H", "H", "H", "H", "H", "H", "O", "H", "H", "O", "H", "H", "O", "H", "H", "O"], "coordinates": [[1.11, 1.36, 1.96], [-0.21, 0.65, 2.22], [-0.04, -0.93, 3.15], [1.15, -2.14, 2.03], [1.78, 0.76, 1.36], [1.58, 1.63, 2.92], [0.89, 2.30, 1.45], [-0.57, 0.35, 1.23], [-0.97, 1.28, 2.67], [2.41, -1.65, 1.98], [1.04, -0.92, -2.39], [0.76, -2.43, -2.61], [1.46, -1.79, -2.49], [-0.96, 0.80, -3.21], [0.32, 1.68, -2.70], [-0.29, 0.94, -2.53], [-0.50, -2.75, -0.21], [-0.51, -1.63, -1.22], [-0.66, -2.59, -1.14], [-2.52, 2.44, -0.73], [-2.30, 1.03, -1.08], [-2.98, 1.59, -0.66]], "mulliken_charge": [-1.344, -0.432, -0.072, -0.222, 0.238, 0.377, 0.457, 0.178, 0.415, 0.128, 0.257, 0.366, -0.860, 0.349, 0.156, -0.585, 0.255, 0.306, -0.695, 0.390, 0.206, -0.866], "charge": -1, "homo_lumo_gap_ha": [0.090, 0.332], "multiplicity": 2, "e_tot_ha": -1181.897968, "de_lowest_ev": 1.510}

Entry 6:
{"formula": "C2H6N4OS", "method": "wB97M-V/def2-TZVPD", "elements": ["C", "C", "H", "H", "H", "H", "H", "H", "N", "N", "N", "N", "O", "S"], "coordinates": [[-0.03, -0.29, 1.00], [-0.35, 0.10, -1.85], [-0.99, 0.14, 3.30], [1.21, 0.14, 4.21], [0.64, 1.78, 1.12], [-1.36, -1.38, 0.48], [-0.85, 0.99, -3.44], [1.06, 1.04, -3.06], [0.25, 0.79, 3.19], [0.78, 0.46, 1.83], [-1.09, -1.03, 1.35], [0.13, 0.47, -3.03], [-1.55, -0.17, -1.63], [0.90, -0.31, -0.49]], "mulliken_charge": [0.500, 0.550, 0.335, 0.238, 0.324, 0.295, 0.350, 0.293, -0.634, -0.248, -0.718, -0.510, -0.590, -0.185], "charge": 0, "homo_lumo_gap_ha": 0.329, "e_tot_ha": -771.976057, "de_lowest_ev": 8.768}

Entry 7:
{"formula": "C2H28N2O14", "method": "wB97M-V/def2-TZVPD", "elements": ["O", "C", "N", "C", "N", "O", "H", "H", "H", "H", "H", "H", "O", "H", "H", "O", "H", "H", "O", "H", "H", "O", "H", "H", "O", "H", "H", "O", "H", "H", "O", "H", "H", "O", "H", "H", "O", "H", "H", "O", "H", "H", "O", "H", "H", "O"], "coordinates": [[2.01, 1.31, -0.82], [2.50, 0.41, 0.09], [1.28, -0.28, 0.71], [1.12, -1.68, 0.69], [2.23, -2.42, 0.58], [-0.02, -2.15, 0.80], [3.12, 0.73, 0.94], [0.39, 0.25, 0.62], [1.14, 1.70, -0.67], [2.20, -3.37, 0.24], [-1.23, 2.60, 0.23], [-0.65, 2.50, -1.23], [-0.82, 2.03, -0.41], [-0.23, -1.00, -4.13], [1.23, -1.38, -4.47], [0.52, -0.78, -4.71], [-2.32, 2.67, 2.37], [-2.86, 3.35, 1.00], [-2.21, 3.34, 1.70], [-1.76, -2.75, -2.28], [-2.19, -1.79, -3.36], [-1.40, -2.16, -2.95], [3.24, 0.80, -3.51], [2.04, 0.01, -3.92], [2.67, 0.09, -3.18], [3.07, -2.00, 0.25], [2.99, -0.47, -1.60], [3.30, -0.44, -0.65], [-4.02, 0.98, 0.14], [-2.60, 1.28, -0.17], [-3.45, 1.73, -0.07], [-0.95, -0.50, 2.55], [-1.98, -0.71, 3.66], [-1.73, -0.12, 2.95], [-0.19, 3.78, 0.96], [0.98, 4.78, 0.99], [0.53, 4.14, 0.43], [-3.12, -1.22, 0.69], [-1.46, -0.85, 0.59], [-2.38, -0.72, 0.37], [-2.10, -3.84, 1.98], [-1.59, -2.83, 0.93], [-2.33, -3.46, 1.12], [2.53, 0.23, 3.50], [2.04, -1.14, 3.17], [2.43, -0.64, 3.89]], "mulliken_charge": [-0.463, 0.362, 0.300, 0.136, -0.405, -0.702, 0.179, -0.057, 0.393, 0.262, 0.299, 0.226, -0.579, 0.388, 0.283, -0.722, 0.302, 0.324, -0.733, 0.282, 0.298, -0.640, 0.277, 0.379, -0.601, 0.282, 0.426, -0.625, 0.284, 0.478, -0.698, 0.361, 0.268, -0.565, 0.312, 0.289, -0.582, 0.273, 0.142, -0.563, 0.280, 0.539, -0.704, 0.309, 0.355, -0.648], "charge": 0, "homo_lumo_gap_ha": 0.393, "smiles": "NC(=O)NC(O)O.O.O.O.O.O.O.O.O.O.O.O", "e_tot_ha": -1255.884294, "de_lowest_ev": 0.237}

Entry 8:
{"formula": "C3H7N", "method": "wB97M-V/def2-TZVPD", "elements": ["C", "C", "C", "N", "H", "H", "H", "H", "H", "H", "H"], "coordinates": [[-0.56, 1.51, 0.38], [-0.30, 0.09, 0.29], [0.10, -0.64, -0.71], [0.71, -1.98, -0.27], [-0.60, 2.03, -0.60], [0.25, 2.02, 0.86], [-1.35, 1.92, 1.02], [-0.22, -0.32, 1.31], [-0.22, -0.63, -1.81], [1.23, -2.17, -1.16], [0.96, -1.83, 0.69]], "mulliken_charge": [-1.159, -0.303, 0.186, -0.548, 0.306, 0.271, 0.315, 0.180, 0.275, 0.252, 0.225], "charge": 0, "homo_lumo_gap_ha": 0.342, "smiles": "C/C=C/N", "e_tot_ha": -173.183256, "de_lowest_ev": 1.601}

Maximum force (eV Å⁻¹)
4.6; 4.4; 2.1; 3.2; 1.9; 5.6; 3.2; 5.5